(1)
This record from OMol25 describes a cluster of 8 separate species, C8H34N2O8 in total in a non-equilibrium geometry. The level of theory is ωB97M-V/def2-TZVPD.

CARTESIAN COORDINATES (ANGSTROEM)
C1 3.1498 0.0336 1.0296
C2 3.4357 -0.8026 2.2912
C3 4.3799 -0.1905 3.3344
O1 4.7263 -1.2257 4.2591
C4 5.7638 -0.7932 5.1477
N1 2.1621 -1.2096 2.9007
H1 2.2657 -0.2511 0.4591
H2 3.9955 0.3714 0.4307
H3 2.9159 1.0607 1.3096
H4 3.8987 -1.6848 1.8492
H5 3.9767 0.6125 3.9514
H6 5.2806 0.0956 2.7913
H7 5.4326 -0.2054 6.0038
H8 6.7619 -0.4726 4.8492
H9 6.0143 -1.6859 5.7208
H10 1.7518 -0.3663 3.2756
H11 2.4585 -1.6875 3.7396
C5 -6.7984 1.1338 -1.9016
C6 -6.4898 -0.3657 -1.7810
C7 -4.9768 -0.5704 -1.7305
O2 -4.3908 0.4509 -0.8889
C8 -2.9600 0.4883 -0.9067
N2 -7.0249 -0.7701 -0.5258
H12 -6.5532 1.8257 -1.0958
H13 -7.8369 1.3498 -2.1525
H14 -6.1893 1.4848 -2.7346
H15 -6.9396 -1.0215 -2.5264
H16 -4.4697 -0.4742 -2.6906
H17 -4.9355 -1.6360 -1.5051
H18 -2.7094 -0.2265 -0.1229
H19 -2.5824 1.4356 -0.5217
H20 -2.5341 0.3275 -1.8971
H21 -6.6072 -0.2707 0.2464
H22 -7.9829 -0.4534 -0.4805
O3 -0.2653 1.0087 -4.2204
H23 -0.2155 0.4185 -4.9723
H24 -0.1165 1.8796 -4.5887
O4 -0.0856 -0.6616 1.3709
H25 0.6767 -1.1291 1.7123
H26 0.1896 -0.3513 0.5083
O5 1.5023 -1.5413 -1.7204
H27 1.8267 -2.4359 -1.6166
H28 0.7435 -1.6266 -2.2976
O6 1.8403 3.4018 -1.0769
H29 1.4077 2.5954 -0.7961
H30 2.7316 3.1316 -1.2977
O7 0.3559 0.8304 -1.4804
H31 0.9088 0.0493 -1.4992
H32 0.2133 1.0458 -2.4021
O8 4.1244 0.0032 -2.0930
H33 3.2038 -0.1388 -1.8726
H34 4.5694 -0.7863 -1.7851

The frontier orbital gap (alpha / beta) comes out at 8.48 / 2.82 eV. As for the expectation value of S²: 0.754. Its total charge is +1. The relative energy (zero: lowest compared OMol25 entry of this formula, charge and spin) is 57.2 kJ/mol. The molar mass comes out at 286.4 g/mol. The LUMO energy (alpha / beta) comes out at -3.0 / -8.7 eV. Its multiplicity is 2.

(2)
This record from OMol25 describes a cluster of 9 separate species, C8H34N4O12 in total in a non-equilibrium geometry. The level of theory is ωB97M-V/def2-TZVPD.

CARTESIAN COORDINATES (ANGSTROEM)
N1 -0.1068 -2.3452 2.5883
C1 1.0960 -2.2256 3.2467
N2 1.8020 -3.3525 3.5657
O1 1.5399 -1.1409 3.6371
H1 -0.3348 -3.2371 2.2342
H2 -0.6248 -1.4671 2.4833
H3 1.2207 -4.1877 3.6209
H4 2.4661 -3.0866 4.2554
N3 3.3938 -1.5455 -1.2868
C2 3.2540 -0.7253 -0.2665
N4 2.0386 -0.7309 0.3532
O2 4.1359 0.0519 0.2158
H5 4.1826 -1.2602 -1.8406
H6 2.5894 -1.7120 -1.8706
H7 1.4693 -1.5594 0.2179
H8 2.1349 -0.2862 1.2346
O3 3.6853 2.5944 -2.1359
C3 3.1284 3.6471 -1.4125
C4 3.2205 3.4349 0.0690
O4 2.6230 2.1925 0.4904
H9 4.4876 2.3480 -1.6265
H10 3.6757 4.6080 -1.5996
H11 2.1106 3.7933 -1.7665
H12 2.8214 4.3377 0.5695
H13 4.3141 3.4177 0.2608
H14 3.2633 1.4289 0.5347
O5 1.5305 0.4142 -3.1685
C5 0.3389 1.2558 -2.9033
C6 -0.7300 1.2712 -3.9909
O6 -1.8434 1.8897 -3.4653
H15 2.2692 0.8544 -2.7194
H16 -0.1260 0.8491 -1.9572
H17 0.6379 2.2687 -2.6512
H18 -0.9545 0.2571 -4.3163
H19 -0.3904 1.8084 -4.8936
H20 -2.1698 2.4920 -4.1651
O7 -6.3439 -1.8235 2.3003
C7 -4.9765 -1.5048 2.1247
C8 -4.4963 -2.0581 0.8267
O8 -5.1945 -1.5084 -0.3010
H21 -6.7445 -1.2002 1.6933
H22 -4.9224 -0.4519 2.1374
H23 -4.3754 -1.9177 2.9957
H24 -4.5409 -3.1923 0.8136
H25 -3.4675 -1.7658 0.6278
H26 -6.0335 -1.9474 -0.1958
O9 0.8752 1.7518 3.1287
H27 1.4577 2.3250 2.6225
H28 1.3787 0.9630 3.3510
O10 -0.1654 -1.9177 -1.6045
H29 -1.1196 -1.7350 -1.5863
H30 0.2204 -1.2386 -2.2274
O11 -2.9809 -0.4671 -1.9077
H31 -3.8262 -0.5486 -1.4554
H32 -3.0198 0.4117 -2.3137
O12 -1.3635 0.1221 2.6480
H33 -0.6970 0.7984 2.8849
H34 -1.8133 0.5524 1.8961

The frontier orbital gap comes out at 10.24 eV. Its SMILES is NC(N)=O.NC(N)=O.OCCO.OCCO.OCCO.O.O.O.O. The relative energy (zero: lowest compared OMol25 entry of this formula, charge and spin) is 0.0 kJ/mol. The molar mass comes out at 378.4 g/mol. The LUMO energy comes out at 0.4 eV. Its multiplicity is 1.

(3)
This record from OMol25 describes a cluster of 12 separate species, C8H34O11 in total in a non-equilibrium geometry. The level of theory is ωB97M-V/def2-TZVPD.

CARTESIAN COORDINATES (ANGSTROEM)
C1 2.8992 0.6818 0.3827
C2 1.6488 0.7732 -0.0392
C3 0.4522 0.0087 0.4255
C4 -0.0012 -0.9250 -0.4244
C5 -1.2759 -1.6996 -0.2416
C6 -2.0331 -1.8182 -1.5483
C7 -3.2014 -1.2177 -1.7818
C8 -1.3769 -2.5274 -2.7475
H1 3.1736 -0.0474 1.1367
H2 3.7289 1.1950 -0.0520
H3 1.3986 1.5302 -0.7989
H4 -0.1045 0.3573 1.2986
H5 0.6613 -1.1947 -1.2344
H6 -2.0140 -1.1774 0.4133
H7 -1.2464 -2.6910 0.2121
H8 -3.7003 -0.5370 -1.0907
H9 -3.7654 -1.1458 -2.6947
H10 -0.4340 -2.0210 -2.8498
H11 -1.3009 -3.6051 -2.6202
H12 -1.7517 -2.4310 -3.7722
O1 -3.7281 0.5998 1.8529
H13 -3.5298 0.2015 0.9981
H14 -3.3737 0.0327 2.5717
O2 1.8434 1.5501 -3.0605
H15 2.0708 0.6315 -2.9400
H16 2.6406 2.0378 -2.7968
O3 -1.1336 2.6317 -1.8177
H17 -1.4528 2.7906 -2.7171
H18 -0.1854 2.6864 -2.0325
O4 -0.1318 1.6424 3.6396
H19 -0.7066 2.1167 3.0078
H20 -0.6228 1.7780 4.4666
O5 -2.0410 -0.6878 3.3484
H21 -1.3656 -1.3748 3.2978
H22 -1.4895 0.1052 3.2056
O6 3.7703 -0.1649 -2.0634
H23 3.7897 -0.7775 -1.3121
H24 3.3367 -0.7757 -2.6819
O7 -2.0705 2.6838 2.1037
H25 -2.0730 3.4457 1.4769
H26 -2.8829 2.1491 1.9983
O8 -2.0165 4.5265 0.1873
H27 -1.1890 5.0598 0.0368
H28 -1.9695 3.7120 -0.3407
O9 3.0203 -2.6946 0.4414
H29 3.9301 -2.6448 0.7377
H30 2.4377 -3.1542 1.0992
O10 1.4965 -2.0746 2.5721
H31 2.1734 -1.5267 2.9945
H32 1.2368 -1.4048 1.9134
O11 2.9809 -2.5841 -2.3648
H33 3.1395 -3.4909 -2.6255
H34 2.9049 -2.6086 -1.3928

The frontier orbital gap comes out at 9.61 eV. Its SMILES is C=C/C=C/CC(=C)C.O.O.O.O.O.O.O.O.O.O.O. The relative energy (zero: lowest compared OMol25 entry of this formula, charge and spin) is 64.9 kJ/mol. The molar mass comes out at 306.3 g/mol. The LUMO energy comes out at 0.1 eV. Its multiplicity is 1.

(4)
This record from OMol25 describes a cluster of 9 separate species, C8H35NO11 in total in a non-equilibrium geometry. The level of theory is ωB97M-V/def2-TZVPD.

CARTESIAN COORDINATES (ANGSTROEM)
C1 -2.8675 3.2714 -2.7301
O1 -2.4397 2.6788 -1.4964
C2 -1.5594 3.4978 -0.7131
C3 -1.5906 2.8626 0.6992
C4 -0.7175 3.6404 1.6709
N1 -1.1419 1.4758 0.6884
H1 -2.4172 2.6987 -3.5390
H2 -2.7575 4.3528 -2.8040
H3 -3.9518 3.1380 -2.7645
H4 -0.5588 3.4938 -1.1594
H5 -1.9231 4.5219 -0.6133
H6 -2.5945 3.0217 1.1129
H7 -0.6436 3.0892 2.6088
H8 -1.1750 4.6115 1.8880
H9 0.2965 3.8514 1.3272
H10 -1.4331 1.1285 -0.2201
H11 -1.4491 0.8183 1.3962
O2 1.9154 -4.6562 3.1980
C5 1.9170 -4.1593 1.8884
C6 1.5932 -2.6764 1.9006
O3 2.5017 -1.7877 2.4825
H12 2.2335 -5.5588 3.2566
H13 2.8521 -4.2432 1.3189
H14 1.1177 -4.6493 1.3184
H15 0.5847 -2.4921 2.3111
H16 1.1919 -2.2967 0.9438
H17 3.1500 -1.5057 1.8288
O4 1.5121 1.9916 -0.2378
C7 2.3822 1.7094 0.8510
C8 3.7932 1.4368 0.4284
O5 3.7354 0.2108 -0.3359
H18 0.5727 1.8095 -0.0304
H19 2.1646 2.5357 1.5491
H20 1.9923 0.8245 1.3735
H21 4.4407 1.2203 1.2776
H22 4.2887 2.2348 -0.1309
H23 3.2754 0.4761 -1.1405
O6 -1.1399 -3.4303 -2.4937
H24 -0.9365 -3.4354 -3.4364
H25 -1.2705 -4.3558 -2.2674
O7 -2.8341 -0.5414 1.8517
H26 -3.0378 -1.3833 2.2712
H27 -2.2062 -0.7732 1.1351
O8 -0.8038 0.3366 -2.1580
H28 -1.6780 0.0018 -2.3949
H29 -0.9425 1.2815 -1.9861
O9 -1.1556 -1.6761 -0.0543
H30 -0.5852 -0.9264 -0.2824
H31 -1.1876 -2.2016 -0.8707
O10 -1.6380 -4.7094 0.4591
H32 -2.1321 -4.0261 -0.0075
H33 -1.0887 -5.1222 -0.2129
O11 1.4212 -0.8302 -3.2465
H34 0.6959 -0.3816 -2.7573
H35 2.2287 -0.4038 -2.9518

The frontier orbital gap comes out at 9.65 eV. Its SMILES is COC[C@H](C)N.OCCO.OCCO.O.O.O.O.O.O. The relative energy (zero: lowest compared OMol25 entry of this formula, charge and spin) is 0.0 kJ/mol. The molar mass comes out at 321.4 g/mol. The LUMO energy comes out at 0.0 eV. Its multiplicity is 1.